[1]
Density functional theory data (wB97M-V/def2-TZVPD) for a molecular structure, C33H31EuN2O2S5.

The calculation puts the energy above the lowest of the compared OMol25 structures with the same formula, charge and spin at 18.9 kcal per mole. For the frontier orbital gap (alpha / beta), the calculation gives 5.57 / 7.48 eV. Its electronic energy is -115309.530 eV. Its spin multiplicity is 7. Its expectation value of S² is 12.022.

Last column: Löwdin spin population.
Positions of all 74 atoms, in Å:
1 O -6.73271 -2.53798 3.41668  0.000
2 C -0.85465 -3.29349 -4.51358  0.000
3 H 4.17071 -0.30823 1.76590  0.000
4 H 3.26656 -1.82516 -2.90472  0.000
5 O -6.87722 -0.90894 1.93460  0.000
6 C -1.09030 2.31249 4.18590  0.000
7 Eu 0.49236 -0.24931 0.45384  6.090
8 C 4.23991 -0.60301 0.72361  0.000
9 H 2.99473 3.05968 1.75159  0.000
10 H -1.91242 3.32609 5.89658  0.000
11 C 0.44067 0.59936 3.29706  -0.001
12 C 1.49447 3.56554 -0.11797  0.000
13 H -6.34949 -0.52469 1.22831  0.000
14 H 1.58638 0.90526 -4.34827  0.000
15 H 4.73192 -1.46033 -1.99360  0.000
16 H 3.10102 1.43915 2.43460  0.000
17 C 3.64263 -1.52743 -1.93169  0.000
18 H 4.46531 2.11965 1.55147  0.000
19 C -2.69425 4.06278 4.03212  0.000
20 C -1.88343 3.00535 2.01352  0.000
21 C 3.33704 0.22233 -0.16215  -0.004
22 C 0.80713 -3.42484 -2.24666  0.000
23 C 2.25325 0.23379 -3.81636  0.000
24 H 1.15013 3.43099 0.90684  0.000
25 N -0.21195 1.20448 2.31494  -0.008
26 H 1.80511 -0.75974 -3.85662  0.000
27 C -2.68901 -1.27701 1.23642  0.000
28 N 0.08143 -1.10674 -1.75189  -0.011
29 H 2.11516 2.90131 -3.88262  0.000
30 C -1.89817 3.24580 4.81768  0.000
31 H 3.20139 0.19549 -4.35899  0.000
32 C 0.07841 -2.26842 -2.51443  0.000
33 C 3.37505 2.05701 1.58077  0.000
34 H 5.27829 -0.47670 0.40221  0.000
35 S 0.02399 1.16873 4.89197  -0.001
36 H -3.33343 4.79540 4.50618  0.000
37 H -4.72776 -4.04281 2.95173  0.000
38 H 3.40254 -2.32368 -1.22902  0.000
39 H -2.35727 -4.45718 2.31283  0.000
40 C -2.07233 -2.50960 1.47896  -0.002
41 C -0.76775 -0.21231 -2.21523  -0.001
42 C -1.07394 2.18149 2.79207  0.000
43 C -0.11898 -4.43219 -4.23828  0.000
44 H -3.30822 4.59026 2.04258  0.000
45 S -1.59791 -0.69375 -3.67440  0.000
46 C -2.83141 -3.50671 2.10756  -0.001
47 C 2.04958 1.93800 -1.96776  0.000
48 C -6.18374 -1.87829 2.57876  0.000
49 H -1.50299 -3.24140 -5.37845  0.000
50 C -4.14459 -3.27610 2.45819  0.000
51 C -2.68393 3.94123 2.64281  0.000
52 H -4.42443 -0.06474 1.39855  0.000
53 H -2.12585 -0.47301 0.77166  0.000
54 H -0.19861 -5.28529 -4.89906  0.000
55 H 4.00897 -1.66635 0.66962  0.000
56 C 2.47046 0.67210 -2.38993  0.001
57 C -4.00795 -1.05101 1.57723  0.000
58 H 1.59238 3.95020 -2.58097  0.000
59 H 1.41643 -3.48103 -1.35604  0.000
60 C 0.70130 -4.49627 -3.11230  0.000
61 H 0.48125 2.74191 -3.22334  0.000
62 C -4.75986 -2.05377 2.18568  0.000
63 S -1.07601 1.25077 -1.39936  -0.016
64 C 2.88745 1.49013 0.26690  -0.003
65 C 3.08000 -0.20234 -1.47913  -0.002
66 H -1.88461 2.88923 0.93639  0.000
67 S 1.59939 -0.60985 3.01756  -0.010
68 H 1.25447 -5.40278 -2.90425  0.000
69 C 2.15500 2.30005 -0.61634  -0.002
70 H 2.16578 4.42701 -0.14710  0.000
71 C 1.52558 2.93658 -2.96802  0.000
72 H 0.62030 3.79035 -0.72615  0.000
73 S -0.41930 -2.81955 1.01611  -0.026
74 C -0.74948 -2.21796 -3.64333  0.000

---

[2]
Density functional theory data (wB97M-V/def2-TZVPD) for a molecular structure, C33H31N7O4SW.

Its net charge is +2. For the frontier orbital gap (alpha / beta), the calculation gives 5.57 / 5.84 eV. Its electronic energy is -65991.706 eV. Its spin multiplicity is 3. Its expectation value of S² is 2.013.

Last column: Löwdin spin population.
Positions of all 77 atoms, in Å:
1 C 4.33788 5.75866 1.27423  0.000
2 C -6.93250 1.08227 0.11303  0.000
3 H -1.31088 5.80185 0.66495  0.000
4 H 4.47271 1.79016 3.68367  0.001
5 H 5.93287 -0.27720 -0.45461  0.000
6 C 3.75615 8.00029 1.80505  0.000
7 H 0.79510 -4.77354 2.11228  0.000
8 C -1.35163 5.67538 -0.41552  0.002
9 C 2.58646 -0.00412 -0.10858  0.013
10 C 5.14947 5.63488 2.39788  0.000
11 H -0.77017 6.46647 -0.88259  0.000
12 C -5.45491 0.23426 1.82970  0.000
13 C 3.77994 -0.38092 -0.65675  -0.001
14 H -8.31957 1.97500 -1.27030  0.000
15 H 1.74230 1.61246 -2.69995  0.000
16 H 1.61789 -2.42244 1.89856  0.000
17 H 3.80347 -0.95371 -1.57422  0.000
18 H -3.69837 1.21902 -0.93194  0.000
19 C -0.18843 3.94010 -1.99300  0.006
20 C 4.27108 4.71240 0.34272  0.000
21 H 0.49689 2.06063 -3.86481  0.000
22 H -8.89983 1.88593 0.39887  0.000
23 H 4.80021 8.31339 1.84122  0.000
24 C 0.02740 2.57466 -1.87138  0.010
25 H 0.21331 1.66498 3.19389  0.001
26 C -4.54680 1.03733 -0.28275  0.000
27 H 3.69739 4.86831 -0.56105  0.000
28 H -1.55087 -5.29120 1.47325  0.001
29 H -2.38862 5.78572 -0.73555  0.001
30 O -2.86246 -0.63818 2.78276  0.000
31 N -2.03725 -0.79614 0.35864  -0.005
32 H 0.07248 4.56067 -2.83199  0.000
33 N -0.20691 -1.73440 1.20076  0.007
34 H 5.25252 6.44178 3.10665  0.000
35 C 2.33778 1.79490 3.59723  -0.001
36 H -7.57574 0.35076 2.02392  0.000
37 C 0.13819 -3.99683 1.75041  0.001
38 C 3.74821 1.01249 1.80420  0.001
39 C -1.17734 -4.27975 1.39144  0.015
40 H 0.26703 0.65574 -2.81678  0.002
41 H 4.93374 2.77115 -0.19919  0.000
42 H 6.51362 4.34583 3.44557  0.000
43 C -5.82585 1.33020 -0.70601  0.000
44 C -4.37632 0.49179 0.98863  0.003
45 C 4.98728 0.73314 1.14243  -0.001
46 S -2.80461 0.05656 1.54176  0.011
47 C -1.46366 -2.01602 0.84201  0.022
48 C 0.66517 1.66814 -2.86429  0.003
49 H 3.16091 8.78041 1.34105  0.000
50 C 3.59880 1.56543 3.08699  0.017
51 C -6.72692 0.54015 1.38054  0.000
52 H -1.45555 3.15698 0.80516  0.000
53 N 6.49892 2.23616 2.09511  0.000
54 H 2.20274 2.20601 4.58633  0.000
55 C 4.95604 3.54068 0.55892  0.000
56 C -0.82680 4.34736 -0.82937  0.011
57 C -8.32293 1.36935 -0.36705  0.000
58 C 5.85607 4.45633 2.59320  0.000
59 N -0.44313 2.14976 -0.67343  0.020
60 C 5.73286 3.38853 1.71550  0.000
61 C 0.60665 -2.70342 1.63515  0.008
62 C 1.21876 1.48868 2.82925  0.017
63 H -5.29512 -0.19131 2.80974  0.000
64 N -0.95331 3.25965 -0.06421  0.008
65 N 6.22127 1.08122 1.74293  -0.002
66 H -5.97924 1.75181 -1.69028  0.000
67 H -3.03309 -3.45509 0.61929  0.000
68 H -8.84091 0.43487 -0.58887  0.000
69 C 4.98252 -0.01157 -0.01228  -0.002
70 N 1.33045 0.95827 1.61181  0.014
71 O 3.60054 6.84736 0.97979  0.000
72 C -2.01125 -3.27430 0.91790  0.000
73 H 3.38828 7.80671 2.81465  0.000
74 O 1.34861 -0.22866 -0.64058  0.086
75 O -1.89220 1.25619 1.49965  0.044
76 W -0.22163 0.29952 0.35519  1.670
77 C 2.57674 0.67503 1.11800  0.018

---

[3]
Density functional theory data (wB97M-V/def2-TZVPD) for a molecular structure, C33H32As2Pd.

The calculation puts the energy above the lowest of the compared OMol25 structures with the same formula, charge and spin at 0.0 kcal per mole. For the frontier orbital gap, the calculation gives 7.77 eV. Its electronic energy is -159897.106 eV.

Last column: natural (NBO) charge in e.
Positions of all 68 atoms, in Å:
1 C 1.73264 4.02767 0.93687  -0.187
2 C -2.98205 1.82093 0.01717  -0.219
3 C -3.00875 3.20039 -0.17751  -0.243
4 H 1.07521 1.98516 -1.23060  0.212
5 H 3.30050 3.55449 -0.44413  0.218
6 H 1.18167 2.47647 3.88539  0.216
7 H -1.76255 -0.39225 -4.49780  0.212
8 C 3.37247 2.28237 1.29014  -0.295
9 H -2.71245 -0.71098 1.38524  0.228
10 C -4.19485 3.85775 -0.46867  -0.209
11 H -4.19521 4.92972 -0.62150  0.212
12 C 1.64258 2.71167 2.93302  -0.216
13 H 1.97037 -2.21937 -4.21411  0.214
14 C 0.66881 -2.38861 -1.08815  -0.360
15 C 2.28133 -5.35083 2.07507  -0.227
16 C 0.45130 1.46600 -1.94975  -0.157
17 C -0.50850 -3.85906 -2.59611  -0.232
18 H -0.12596 4.63058 3.67047  0.218
19 C 0.32535 -3.46893 -3.63461  -0.210
20 H 2.11901 -6.39480 1.83839  0.212
21 C -1.51586 0.19186 -2.45149  -0.227
22 H -1.13288 -2.73632 1.50385  0.218
23 H -0.98964 -3.64154 -0.52485  0.200
24 H 3.22677 1.27539 3.19843  0.233
25 C -0.72092 0.85297 -1.52055  -0.343
26 H -2.44614 -0.27320 -2.14555  0.211
27 C -0.80036 -1.69674 1.45477  -0.719
28 C -0.33523 -3.32241 -1.32770  -0.173
29 H 2.25658 -1.24549 -1.96098  0.228
30 H -6.30903 3.65059 -0.77993  0.212
31 C -0.12001 4.46205 2.59337  -0.633
32 H -6.28756 1.20165 -0.43669  0.210
33 H -4.19097 0.03795 0.05752  0.208
34 C 1.11977 3.73534 2.15708  -0.019
35 H -1.00580 3.86893 2.34855  0.227
36 H 2.88899 -1.62546 2.86827  0.224
37 C 1.49224 -1.99449 -2.13754  -0.208
38 C -4.17527 1.11239 -0.08214  -0.271
39 H -1.29327 -4.58417 -2.77243  0.212
40 C 1.65427 -4.36718 1.32348  -0.159
41 C 0.82873 1.41432 -3.28596  -0.238
42 H 3.60649 -5.76693 3.71042  0.213
43 H -0.64717 -1.35829 2.48164  0.234
44 C 2.83300 3.30800 0.50110  -0.217
45 C -5.36714 1.76781 -0.36524  -0.196
46 H 1.74411 1.89629 -3.60696  0.211
47 C 1.86332 -3.02335 1.61596  -0.350
48 H 3.99066 -3.38009 4.23210  0.213
49 H 0.32854 0.69724 -5.24517  0.211
50 C 2.76863 1.98582 2.52326  -0.255
51 H 4.29374 1.79629 0.99845  0.238
52 H -0.21379 5.42675 2.09435  0.214
53 H 1.01203 -4.65239 0.49835  0.208
54 C -1.83079 -0.81769 0.74948  -0.727
55 C 3.11750 -4.99813 3.12594  -0.206
56 H -2.08619 3.76774 -0.10989  0.209
57 H -2.15503 -1.27871 -0.18470  0.219
58 As 0.98573 -1.57877 0.65208  0.968
59 C -1.13916 0.13246 -3.78456  -0.198
60 As -1.21394 1.02923 0.37069  0.881
61 C 0.03496 0.74447 -4.20389  -0.211
62 C 3.33235 -3.65931 3.41918  -0.212
63 Pd 1.78301 0.61960 0.94445  -0.028
64 C -5.38001 3.14098 -0.55909  -0.219
65 C 1.32609 -2.53620 -3.40377  -0.193
66 C 2.71129 -2.67573 2.66147  -0.204
67 H 1.33546 4.82568 0.32001  0.204
68 H 0.19096 -3.88760 -4.62396  0.213